{
  "formula": "C25H48BN9O6P2S4Sc",
  "method": "ωB97M-V/def2-TZVPD",
  "elements": ["Sc", "S", "S", "S", "S", "P", "P", "O", "O", "O", "O", "O", "O", "N", "N", "N", "N", "N", "N", "N", "N", "N", "C", "C", "C", "C", "C", "C", "C", "C", "C", "C", "C", "C", "C", "C", "C", "C", "C", "C", "C", "C", "C", "C", "C", "C", "C", "B", "H", "H", "H", "H", "H", "H", "H", "H", "H", "H", "H", "H", "H", "H", "H", "H", "H", "H", "H", "H", "H", "H", "H", "H", "H", "H", "H", "H", "H", "H", "H", "H", "H", "H", "H", "H", "H", "H", "H", "H", "H", "H", "H", "H", "H", "H", "H", "H"],
  "positions_angstrom": [[-0.835, -0.237, 0.247], [-1.820, 2.405, -3.814], [0.619, 0.391, 2.341], [1.104, 0.728, -1.212], [-0.158, -2.724, 0.005], [-3.118, 0.713, -0.793], [-3.742, -1.228, 1.442], [-2.250, -0.905, 1.438], [-2.324, -0.469, -1.335], [-4.485, -1.158, 2.702], [-3.947, -2.632, 0.663], [-3.951, 1.477, -1.877], [-2.206, 1.557, 0.060], [-5.089, -1.014, -0.963], [3.162, 0.057, 0.503], [3.054, 2.189, 0.080], [1.349, -3.017, -2.294], [2.438, -2.117, -0.639], [2.181, -1.845, 1.955], [-1.778, 4.125, -1.773], [-1.081, 4.948, -3.793], [0.993, -1.942, 3.779], [1.250, -2.622, -1.005], [2.667, 3.534, -0.462], [0.133, -1.573, 4.963], [4.187, 0.671, 1.192], [-5.551, 0.804, 0.685], [2.456, -3.049, 2.569], [-1.309, -1.346, 4.517], [0.849, -3.915, -4.531], [0.280, -3.655, -3.139], [1.728, -3.116, 3.696], [2.636, -2.748, -2.741], [-0.903, -2.697, -3.268], [4.134, 1.986, 0.930], [3.653, 4.578, 0.054], [-0.125, -4.987, -2.517], [1.278, -1.177, 2.700], [-1.538, 3.913, -3.078], [0.153, -2.734, 5.953], [3.300, -2.195, -1.713], [0.729, -0.342, 5.638], [2.722, 3.519, -1.987], [2.477, 0.988, -0.183], [1.278, 3.885, 0.061], [-4.483, -0.118, 0.117], [-0.936, 6.305, -3.300], [2.977, -1.476, 0.672], [0.125, -0.088, 6.510], [-4.326, -1.428, -1.513], [4.747, 2.784, 1.297], [0.728, -5.667, -2.477], [-1.529, 4.993, -1.332], [1.139, -2.992, -5.036], [-0.564, -1.704, -3.567], [4.314, -1.840, -1.650], [-0.309, 6.331, -2.407], [-0.899, -5.445, -3.136], [-3.802, -3.397, 1.232], [0.740, 0.515, 4.967], [4.864, 0.111, 1.811], [-1.902, 6.763, -3.075], [2.475, 4.516, -2.357], [-0.493, -2.464, 6.786], [1.676, -3.891, 4.434], [1.149, -2.923, 6.354], [1.748, -0.545, 5.973], [-5.687, -0.464, -1.581], [3.151, -3.752, 2.148], [-3.374, 1.875, -2.601], [0.522, 3.212, -0.333], [4.672, 4.382, -0.282], [-1.929, -1.221, 5.406], [1.259, 3.836, 1.152], [-1.450, -2.601, -2.333], [4.088, -1.926, 0.833], [1.045, 4.909, -0.238], [-1.039, 4.783, -4.786], [-6.346, 0.236, 1.170], [-1.884, 3.317, -1.174], [2.968, -2.964, -3.736], [0.065, -4.385, -5.122], [1.699, -4.598, -4.510], [-1.415, -0.467, 3.889], [3.729, 3.271, -2.328], [-0.521, -4.859, -1.510], [-1.575, -3.081, -4.039], [3.354, 5.545, -0.350], [-0.240, -3.653, 5.514], [3.639, 4.656, 1.142], [2.019, 2.807, -2.413], [-5.607, -1.788, -0.543], [-5.103, 1.431, 1.455], [-5.964, 1.450, -0.092], [-0.436, 6.897, -4.061], [-1.681, -2.210, 3.963]],
  "forces_ev_per_angstrom": [[1.223, -0.039, -0.074], [0.086, 0.215, 0.051], [0.011, -0.126, -0.083], [0.025, -0.070, -0.090], [0.063, 0.220, 0.017], [-0.310, -0.085, -0.491], [0.216, 0.149, 0.179], [-0.891, -0.459, 0.538], [0.031, 0.188, -0.058], [-0.036, 0.041, -0.110], [0.010, 0.017, -0.099], [-0.234, -0.048, 0.229], [-0.005, 0.017, 0.079], [-0.053, 0.116, 0.090], [0.113, -0.276, -0.059], [0.258, 0.164, -0.253], [-0.032, -0.220, -0.320], [0.236, -0.039, 0.219], [0.215, 0.041, -0.135], [0.083, -0.241, -0.055], [-0.114, -0.094, -0.087], [-0.077, -0.027, 0.318], [-0.056, 0.144, 0.010], [0.013, -0.171, 0.105], [0.076, -0.109, -0.144], [-0.100, -0.095, -0.022], [0.022, -0.055, -0.029], [-0.045, 0.075, -0.069], [-0.004, -0.008, -0.015], [-0.003, -0.010, -0.041], [0.145, 0.126, 0.080], [-0.139, 0.137, -0.024], [-0.222, 0.003, 0.068], [-0.031, -0.002, 0.021], [-0.291, 0.105, 0.011], [0.022, 0.038, -0.004], [-0.017, -0.051, 0.051], [-0.006, -0.031, -0.125], [-0.050, 0.076, 0.108], [-0.021, -0.029, 0.044], [-0.050, 0.056, 0.061], [0.003, 0.067, 0.000], [-0.016, -0.018, -0.045], [-0.111, 0.158, 0.280], [-0.061, 0.074, 0.081], [0.016, -0.077, 0.069], [0.051, -0.055, -0.052], [-0.062, 0.050, -0.004], [0.017, -0.009, -0.009], [0.089, 0.007, 0.024], [0.027, 0.000, -0.049], [-0.017, 0.012, -0.003], [-0.001, 0.052, 0.009], [-0.022, -0.007, 0.016], [-0.008, -0.015, -0.022], [-0.016, -0.026, 0.024], [0.039, -0.008, 0.027], [0.016, -0.007, 0.011], [-0.017, -0.067, 0.050], [-0.008, -0.025, 0.047], [-0.010, -0.009, -0.032], [-0.007, 0.001, 0.016], [0.017, -0.008, 0.004], [0.013, -0.018, 0.011], [-0.001, 0.018, 0.002], [-0.005, 0.013, -0.015], [-0.017, -0.001, -0.004], [0.010, 0.004, -0.012], [-0.001, 0.033, 0.001], [0.237, 0.024, -0.214], [-0.028, -0.019, -0.028], [-0.002, -0.006, -0.005], [-0.013, 0.023, -0.039], [0.006, 0.005, -0.021], [0.027, -0.006, -0.056], [-0.103, 0.035, -0.025], [-0.044, -0.015, -0.008], [0.039, 0.021, 0.019], [0.011, -0.023, -0.003], [-0.064, 0.033, 0.053], [-0.012, -0.022, -0.001], [0.021, -0.001, -0.016], [-0.016, 0.000, 0.012], [0.009, -0.018, 0.013], [-0.014, 0.007, -0.001], [0.012, -0.005, -0.068], [-0.011, 0.022, 0.023], [0.012, -0.006, 0.010], [-0.021, 0.023, 0.015], [-0.017, 0.007, -0.025], [0.037, 0.063, 0.011], [-0.066, 0.050, 0.012], [0.023, 0.006, -0.013], [0.006, 0.000, 0.008], [-0.031, 0.005, -0.005], [0.020, 0.011, 0.033]],
  "total_energy_ev": -135707.90108,
  "e_lumo_ev": -2.08,
  "homo_energy_ha": -0.3775,
  "charge": 1
}